ORCA calculation (ωB97M-V/def2-TZVPD) on C22H34NO3P3Tc as an isolated structure.

XYZ file:
```
64
Properties=species:S:1:pos:R:3
C 1.40422 -4.01664 1.96720
C 1.05659 -3.17505 0.90890
C -0.31597 -2.90762 0.62549
C -1.31432 -3.69647 1.31167
C -0.90630 -4.55138 2.37267
C 0.41900 -4.66016 2.73000
C -2.64742 -3.51985 0.94813
C -2.97473 -2.81851 -0.21384
C -1.92392 -2.06878 -0.86326
C -2.20269 -1.48411 -2.14240
C -3.53078 -1.38425 -2.58963
C -4.58152 -1.98629 -1.87141
C -4.30095 -2.72450 -0.73511
H 2.45000 -4.10925 2.26209
H -1.69018 -5.07819 2.91769
H 0.70876 -5.27984 3.57448
H -3.44381 -3.97937 1.52214
H -3.75473 -0.78865 -3.48534
H -5.60747 -1.87906 -2.23289
H -5.09489 -3.23802 -0.18885
N -0.73282 -1.90279 -0.19908
Tc 0.01070 0.37355 0.14889
C 2.08221 -2.41983 0.09674
H 1.83418 -2.43620 -0.97380
H 3.09307 -2.81498 0.23587
C -1.05154 -0.88555 -2.92649
H -0.17325 -1.55761 -2.91436
H -1.34623 -0.62861 -3.95782
P 1.99008 -0.63498 0.55422
P -0.46881 0.62573 -2.01958
C -1.82742 1.78523 -2.33268
H -1.56721 2.72928 -1.84608
H -1.98232 1.94146 -3.40551
H -2.73493 1.37217 -1.88142
C 0.88426 1.18037 -3.07542
H 0.51766 1.38679 -4.08849
H 1.30084 2.08405 -2.62190
H 1.64748 0.39417 -3.10898
C 2.47997 -0.70356 2.30580
H 3.41648 -1.25233 2.44497
H 2.58673 0.31252 2.69390
H 1.69165 -1.22405 2.85361
C 3.44862 0.06115 -0.25622
H 3.52268 1.10545 0.06789
H 4.34770 -0.49912 0.02910
H 3.32583 0.01455 -1.34391
H -1.38204 -0.25685 1.02532
H -0.95079 0.56163 1.51745
C 2.36350 2.95352 2.77105
O 2.12296 2.71700 1.36337
P 0.66009 2.61794 0.60637
O -0.26192 3.68551 1.42909
C 0.02663 5.06009 1.81791
O 1.06513 3.43871 -0.78875
C 0.33755 4.52093 -1.43164
H 3.12218 2.23604 3.11985
H 1.44218 2.81811 3.37110
H 2.75559 3.96506 2.94286
H -0.88700 5.41117 2.32230
H 0.85641 5.09821 2.53976
H 0.22901 5.72172 0.95724
H -0.62599 4.73854 -0.94898
H 0.93922 5.43001 -1.44298
H 0.14284 4.22179 -2.46831
```

Summary:
Orbital gap (spin up / spin down): 6.78 / 5.75 eV
Total charge: +2
Energy relative to the best compared isomer or geometry (same formula, charge and spin): 0.0 kcal/mol
⟨S²⟩: 3.76
Electronic energy: -2243.50622 Eh
E_HOMO (spin up / spin down): -13.79 / -13.77 eV
Multiplicity: 4